[1]
Density functional theory data (the ωB97M-V functional and the def2-TZVPD basis) for a molecular structure, C15H14I2N2O2V at a distorted geometry.

Geometry as XYZ:
```
36
C15H14I2N2O2V | the OMol25 dataset | the ωB97M-V functional and the def2-TZVPD basis
O -0.17640 0.40791 2.98038
I -0.66517 -4.03790 -1.57567
O -0.50662 -1.27035 0.05163
V 0.17894 -0.36783 1.27544
C 1.70292 1.31440 -0.43744
I -4.93768 -0.82800 -4.26635
N 1.85674 0.27678 0.41915
C -2.23090 -0.01321 -1.00574
C 0.29386 -0.73109 3.17308
H -3.77714 1.00617 -2.08240
C -1.75509 -2.28778 -1.73790
C -2.04429 1.12365 -0.02903
H -2.43376 2.04487 -0.46222
C -3.20780 0.09066 -1.98378
H -0.06390 1.24446 -1.62378
H 3.14420 -1.05692 1.35793
H -2.95610 -3.00458 -3.35815
H -2.60564 0.94112 0.89080
C -3.47145 -0.98788 -2.82515
H 1.31889 -2.05734 4.44539
C 0.28798 1.74646 -0.72054
H 4.92997 1.82728 -1.24910
C 4.21082 0.30986 0.08926
C 0.43117 -1.42741 4.45294
C -2.75074 -2.17062 -2.70102
N -0.61614 1.35689 0.40017
C -1.52469 -1.20568 -0.91570
C 2.79657 1.89291 -1.04254
H -0.63541 2.11405 1.07944
H 5.18147 -0.10877 0.31188
H 0.40666 -0.74869 5.30322
H 2.66181 2.72911 -1.71580
H 0.23824 2.81921 -0.90124
H -0.43040 -2.10724 4.50669
C 3.08811 -0.21932 0.67498
C 4.06099 1.38483 -0.77888
```

gap between HOMO and LUMO (spin up / spin down): 5.8 / 5.8 eV
charge: +2
E_HOMO (spin up / spin down): -13.93 / -13.93 eV
calculated total energy: -64731.2796 eV
2S+1: 2
<S²>: 0.770
maximum force: 1.63 eV Å⁻¹
molar mass: 559.041 u


[2]
Density functional theory data (the ωB97M-V functional and the def2-TZVPD basis) for C9H14N2O7 in the gas phase at a distorted geometry.

Geometry as XYZ:
```
32
C9H14N2O7 | the OMol25 dataset | the ωB97M-V functional and the def2-TZVPD basis
H 3.99395 -0.07646 -2.42383
H 0.36535 2.35480 1.03799
H 3.07700 1.18576 1.50504
O -0.34235 0.30874 2.03864
O -1.29197 1.81084 -0.90161
H 4.44180 -0.27672 0.96505
O 4.08476 0.01664 -1.45872
H -4.08347 -3.16293 0.34509
C 2.55348 0.27807 1.24886
C -2.53093 -2.14616 -0.06359
O -1.99694 -2.91971 -0.79158
C -2.46802 1.59890 -0.79918
N 1.12430 2.03351 0.41232
C -2.08920 -0.76780 0.15028
O -3.45722 2.56741 -0.86437
C 0.12448 -0.04973 0.91808
N -0.68274 -0.64691 -0.06840
H -3.16963 -0.14804 -1.65235
C 1.34930 0.61987 0.40166
H 0.64565 2.26469 -0.50621
C 3.51030 -0.73395 0.65218
H 1.50333 0.31104 -0.68143
H 3.24776 -1.62147 1.21038
O 2.65906 -1.61095 -1.45015
H -2.85391 3.32611 -0.72646
H -3.97802 0.24599 -0.15049
O -3.69728 -2.27644 0.55219
C 3.44303 -0.88494 -0.84128
H 2.17418 -0.11208 2.18181
H -0.43494 -1.24858 -0.84394
H -2.23567 -0.48284 1.25294
C -2.98547 0.24337 -0.64895
```

energy above the lowest of the compared OMol25 structures with the same formula, charge and spin: 226.1 kJ/mol
gap between HOMO and LUMO: 9.5 eV
charge: 0
E_HOMO: -9.11 eV
calculated total energy: -26872.8917 eV
maximum force: 4.33 eV Å⁻¹
molar mass: 262.218 u


[3]
Density functional theory data (the ωB97M-V functional and the def2-TZVPD basis) for 2 unconnected molecules or ions with the total composition C6H10OSi at a distorted geometry.

Geometry as XYZ:
```
18
C6H10OSi | the OMol25 dataset | the ωB97M-V functional and the def2-TZVPD basis
H -1.88614 0.48928 2.45381
C 1.22936 -1.66019 -0.09079
C -0.66838 1.80933 -1.39460
H -1.26203 1.69921 -2.30028
H -1.32530 2.16574 -0.59911
O 2.53807 1.07746 0.67022
H 0.09114 2.57311 -1.56316
Si 1.28050 0.15612 0.23835
H -1.29424 -0.81581 -2.15506
H 1.77448 -2.46160 0.37327
C 0.19376 -1.86980 -0.94376
C -1.21747 -0.26246 2.81549
H -1.37047 -1.27736 2.53299
H -0.57962 -0.03054 3.64411
C -0.05034 0.50404 -1.01238
H -0.11945 -2.85188 -1.26443
C -0.48459 -0.70771 -1.44831
H 3.15074 1.46306 0.04362
```

energy above the lowest of the compared OMol25 structures with the same formula, charge and spin: 309.2 kJ/mol
gap between HOMO and LUMO (spin up / spin down): 7.8 / 6.9 eV
charge: 0
E_HOMO (spin up / spin down): -8.26 / -6.90 eV
calculated total energy: -16306.0966 eV
maximum force: 2.31 eV Å⁻¹
molar mass: 126.231 u


[4]
Density functional theory data (the ωB97M-V functional and the def2-TZVPD basis) for a molecular structure, C9H17AlF3NO2PS2 at a distorted geometry.

Geometry as XYZ:
```
36
C9H17AlF3NO2PS2 | the OMol25 dataset | the ωB97M-V functional and the def2-TZVPD basis
H 4.04260 1.59822 -1.42995
H 3.05326 1.58241 1.54518
C 0.47691 2.29808 -0.69693
H 0.31415 -2.32870 -2.77559
H -0.46417 -2.19091 4.07044
H 4.28750 -0.42610 -0.57008
H -0.77619 1.97887 1.09516
C -1.37625 -2.48900 -0.50195
C -0.30881 -1.59108 3.17270
H -2.36033 -2.02665 -0.58348
H -2.42722 -1.92790 2.81750
O 1.16815 -0.47463 -2.32814
F -3.25247 4.11215 -1.12989
C -2.04708 2.14662 -0.62318
H 0.57040 -1.97412 2.66286
C 0.70651 -1.72496 -1.94928
P 3.56394 0.77546 -0.37442
F -2.79384 2.78267 -2.80627
C -0.32579 -1.43221 -0.85325
H -1.37341 -3.32356 -1.20390
N 3.92931 1.45883 1.04636
H 2.61697 -2.06826 -0.39556
F -2.55895 0.88755 -0.47110
H 0.35309 2.67014 -1.71712
S 2.03542 -2.85081 -1.30614
H -0.19789 -0.53571 3.41322
C -2.67941 2.96803 -1.50014
S -1.26082 -3.21588 1.15173
H -1.60599 -0.90292 1.59873
C -1.51957 -1.77839 2.23462
C -0.81805 2.48679 0.12859
H -0.91608 3.55671 0.36927
H -0.89866 -0.61336 -1.32248
H 1.23690 2.93158 -0.22748
Al 1.23189 0.45070 -0.74847
O 0.37398 -0.80966 0.20845
```

gap between HOMO and LUMO: 7.4 eV
charge: -1
E_HOMO: -4.85 eV
calculated total energy: -60903.0490 eV
maximum force: 1.76 eV Å⁻¹
molar mass: 350.324 u